Density functional theory data (ωB97M-V with the def2-TZVPD basis set) for the molecule C7H6 in a non-equilibrium geometry.

LUMO = -0.59 eV
E_tot = -7348.417 eV
Energy relative to the best compared isomer or geometry (same formula, charge and spin) = 117.2 kcal per mole
Frontier orbital gap = 8.0649 eV
Molecular weight = 90.1 g mol⁻¹

Each line ends with the Mulliken charge.
Cartesian coordinates (Å):
C -0.421 -1.213 1.826  -0.44
C -0.277 -0.469 0.631  0.64
C -0.882 0.265 -0.495  0.24
C 0.338 0.724 0.050  0.30
C -1.900 0.322 -1.324  -0.83
C 1.375 1.527 0.124  -0.79
C 0.633 -1.628 0.851  -0.64
H -1.963 1.108 -2.056  0.27
H -2.700 -0.399 -1.295  0.28
H 2.147 1.392 0.864  0.26
H 1.489 2.351 -0.559  0.27
H 1.675 -1.382 0.999  0.22
H 0.485 -2.599 0.384  0.22

Density functional theory data (ωB97M-V with the def2-TZVPD basis set) for the molecule C4H5NO in a non-equilibrium geometry.

LUMO = 0.68 eV
E_tot = -7765.130 eV
Energy relative to the best compared isomer or geometry (same formula, charge and spin) = 32.2 kcal per mole
Frontier orbital gap = 10.8493 eV
Molecular weight = 83.1 g mol⁻¹
SMILES = N#C[C@@H]1C[C@@H]1O

Each line ends with the Mulliken charge.
Cartesian coordinates (Å):
N 2.690 0.751 0.598  -0.43
C 1.672 0.198 0.604  0.13
C 0.350 -0.379 0.680  -0.10
C -0.324 -1.045 -0.506  -0.72
C -0.784 0.298 -0.103  0.08
O -0.488 1.277 -1.028  -0.50
H 0.093 -0.776 1.659  0.38
H -0.928 -1.931 -0.331  0.25
H 0.228 -1.042 -1.439  0.28
H -1.698 0.435 0.479  0.30
H -0.596 2.150 -0.635  0.33

Density functional theory data (ωB97M-V with the def2-TZVPD basis set) for a structure of composition C6H15HfNO14S3 in a non-equilibrium geometry.

Total charge = -2
LUMO = 4.49 eV
E_tot = -70441.236 eV
Energy relative to the best compared isomer or geometry (same formula, charge and spin) = 0.0 kcal per mole
Frontier orbital gap = 7.1241 eV
Molecular weight = 599.9 g mol⁻¹

Each line ends with the Mulliken charge.
Cartesian coordinates (Å):
Hf -0.299 0.705 -0.106  2.31
S -2.149 -0.075 2.121  1.13
O -0.691 0.350 2.137  -0.65
O -2.284 -1.413 2.689  -0.73
O -3.070 0.887 2.659  -0.69
O -2.262 -0.091 0.599  -0.69
S 1.397 1.296 -2.462  1.04
O 2.070 2.567 -2.554  -0.69
O -0.083 1.475 -2.160  -0.64
O 1.684 0.409 -3.585  -0.75
O 1.718 0.534 -1.172  -0.64
S -0.762 3.572 0.522  1.17
O -1.247 4.014 1.810  -0.70
O 0.496 2.694 0.563  -0.68
O -1.661 2.491 -0.060  -0.71
O -0.551 4.667 -0.408  -0.72
C 2.621 1.346 1.673  -1.09
O 1.671 0.327 1.404  0.50
C 2.074 -0.957 1.805  -0.88
C 0.951 -1.918 1.457  -0.90
N 0.414 -1.578 0.130  0.13
C -0.708 -2.490 -0.216  -0.86
C -1.253 -2.126 -1.576  -0.67
O -1.456 -0.742 -1.651  -0.07
C -2.042 -0.306 -2.862  -0.93
H 2.319 1.902 2.566  0.28
H 2.589 2.062 0.857  0.24
H 3.626 0.929 1.777  0.41
H 2.253 -0.950 2.886  0.39
H 2.994 -1.219 1.263  0.52
H 0.172 -1.934 2.215  0.31
H 1.398 -2.927 1.459  0.48
H 1.155 -1.897 -0.492  0.23
H -1.453 -2.453 0.580  0.27
H -0.357 -3.532 -0.224  0.51
H -2.181 -2.679 -1.763  0.48
H -0.523 -2.408 -2.353  0.38
H -2.979 -0.845 -3.046  0.33
H -1.344 -0.441 -3.698  0.29
H -2.245 0.756 -2.786  0.27

Density functional theory data (ωB97M-V with the def2-TZVPD basis set) for a structure of composition C4H6N2OS in a non-equilibrium geometry.

LUMO = 0.12 eV
E_tot = -20103.210 eV
Energy relative to the best compared isomer or geometry (same formula, charge and spin) = 141.4 kcal per mole
Frontier orbital gap = 8.7276 eV
Molecular weight = 130.2 g mol⁻¹

Each line ends with the Mulliken charge.
Cartesian coordinates (Å):
C -2.373 -0.880 0.285  0.15
C -0.016 -0.017 0.098  -0.03
C 0.954 1.236 0.026  -0.43
C 1.242 -0.727 -0.122  0.05
H -2.233 -1.172 1.349  0.30
H -1.551 0.487 -1.647  0.40
H -0.061 -0.225 1.162  0.18
H 1.433 1.662 1.183  0.22
H 0.752 2.128 -0.687  0.24
H 2.996 0.539 -0.524  0.25
N -1.314 -0.172 -0.480  -0.23
N 1.970 0.369 -0.220  -0.09
O -3.518 -1.041 -0.279  -0.55
S 1.717 -2.187 -0.143  -0.47

Density functional theory data (ωB97M-V with the def2-TZVPD basis set) for a cluster of 2 separate species, C4H8O2 in total in a non-equilibrium geometry.

LUMO = 0.69 eV
E_tot = -8368.486 eV
Energy relative to the best compared isomer or geometry (same formula, charge and spin) = 110.6 kcal per mole
Frontier orbital gap = 9.6576 eV
Molecular weight = 88.1 g mol⁻¹
SMILES = O[C@]12C[C@H]1C2.O

Each line ends with the Mulliken charge.
Cartesian coordinates (Å):
O -0.229 2.109 1.081  -0.53
C -0.315 0.827 0.624  0.57
C -0.762 0.330 -0.675  -1.03
C 0.655 -0.128 0.225  -0.15
C -0.157 -0.428 1.427  -0.61
H -0.361 2.653 0.298  0.32
H -1.792 -0.098 -0.713  0.29
H -0.575 0.921 -1.579  0.37
H 1.752 -0.183 0.149  0.30
H 0.331 -0.279 2.387  0.26
H -0.850 -1.269 1.390  0.17
O 0.862 -1.859 -1.397  -0.71
H 0.077 -1.292 -1.294  0.42
H 1.438 -1.303 -1.933  0.31

Density functional theory data (ωB97M-V with the def2-TZVPD basis set) for a structure of composition C22H32CoN6S2.

Total charge = +1
LUMO (spin up / spin down) = -3.12 / -4.26 eV
E_tot = -91565.490 eV
Energy relative to the best compared isomer or geometry (same formula, charge and spin) = 0.0 kcal per mole
Frontier orbital gap (spin up / spin down) = 7.3956 / 6.3437 eV
⟨S²⟩ = 6.01
Molecular weight = 503.6 g mol⁻¹
Spin multiplicity = 5

Each line ends with the Mulliken charge.
Cartesian coordinates (Å):
Co 1.114 0.015 0.067  -0.07
N 3.883 1.300 3.105  -0.41
C 2.944 0.700 2.354  0.61
S 3.317 0.428 0.677  -0.44
N 1.820 0.367 2.964  -1.13
N 0.950 -0.243 2.127  0.78
C -0.191 -0.690 2.556  0.24
C -0.705 -0.562 3.930  0.26
C -1.962 0.007 4.124  -0.18
C -2.466 0.169 5.404  -0.84
C -1.723 -0.255 6.496  -0.45
C -0.475 -0.828 6.306  -0.78
C 0.041 -0.974 5.030  -0.16
C -0.989 -1.376 1.517  0.28
C -2.111 -2.146 1.807  -0.61
C -2.771 -2.781 0.768  -0.80
C -2.299 -2.640 -0.532  -0.69
C -1.165 -1.873 -0.739  0.25
N -0.525 -1.262 0.254  0.25
H 4.773 1.549 2.709  0.21
H 3.714 1.428 4.088  0.23
H -2.542 0.339 3.272  0.50
H -3.436 0.622 5.548  0.42
H -2.117 -0.136 7.495  0.41
H 0.104 -1.157 7.156  0.41
H 1.021 -1.404 4.883  0.48
H -2.448 -2.244 2.826  0.59
H -3.643 -3.383 0.973  0.45
H -2.792 -3.117 -1.365  0.48
H -0.738 -1.728 -1.723  0.09
C -0.284 -1.484 -5.210  -1.28
N 0.673 -1.703 -4.141  0.17
C 0.821 -3.090 -3.736  -1.02
C 1.340 -0.701 -3.563  0.67
S 2.077 -0.860 -2.015  -0.54
N 1.487 0.420 -4.286  0.11
C 1.687 0.357 -5.730  -1.22
C 1.988 1.647 -3.690  -0.68
H -1.180 -2.062 -4.980  0.41
H 0.099 -1.817 -6.176  0.37
H -0.547 -0.431 -5.265  0.37
H 1.065 -3.685 -4.617  0.38
H -0.114 -3.469 -3.318  0.32
H 1.614 -3.181 -2.999  0.35
H 1.664 -0.675 -6.075  0.43
H 2.672 0.770 -5.953  0.41
H 0.932 0.937 -6.263  0.34
H 1.571 1.787 -2.700  -0.11
H 1.682 2.472 -4.331  0.39
H 3.077 1.629 -3.615  0.37
C -2.039 1.926 0.337  -1.64
C -0.630 2.397 0.677  1.41
C -0.592 3.927 0.790  -1.72
C 0.387 1.966 -0.358  -1.10
H -2.738 2.206 1.122  0.41
H -2.097 0.848 0.204  0.28
H -2.380 2.391 -0.588  0.44
H -0.350 2.003 1.661  -0.14
H -0.833 4.390 -0.167  0.35
H 0.390 4.276 1.100  0.43
H -1.322 4.270 1.522  0.43
H 1.309 2.547 -0.344  0.64
H -0.015 1.869 -1.369  0.58

Q: What is the E_tot in the second record?
A: -7765.130 eV

Q: Look up the molecular weight of the first one.
A: 90.1 g mol⁻¹

Q: Number 5 is which compound?
A: C4H8O2